{"formula": "C21H52I2InN2O7", "method": "wB97M-V/def2-TZVPD", "e_tot_ha": -2252.8981, "homo_lumo_gap_ev": 7.1, "homo_energy_ev": -4.835, "total_charge": -1, "elements": ["I", "I", "In", "O", "O", "O", "O", "O", "O", "O", "N", "N", "C", "C", "C", "C", "C", "C", "C", "C", "C", "C", "C", "C", "C", "C", "C", "C", "C", "C", "C", "C", "C", "H", "H", "H", "H", "H", "H", "H", "H", "H", "H", "H", "H", "H", "H", "H", "H", "H", "H", "H", "H", "H", "H", "H", "H", "H", "H", "H", "H", "H", "H", "H", "H", "H", "H", "H", "H", "H", "H", "H", "H", "H", "H", "H", "H", "H", "H", "H", "H", "H", "H", "H", "H"], "coordinates": [[-3.962749, 3.468984, 2.410923], [-4.498864, 2.460273, -0.864814], [-2.076282, -0.628776, -0.482802], [3.191076, -1.971996, 4.111599], [1.996695, 2.456342, -1.415654], [-8.997727, -1.596867, -1.528618], [2.045195, -0.919705, -0.869544], [5.674267, 5.929800, -2.788060], [7.124380, -0.336890, 1.813238], [-3.179008, 0.218488, -3.616161], [-3.364684, -1.530644, -1.988993], [-1.112480, -3.994269, 3.327907], [-9.007278, -2.446508, -3.784662], [-1.951726, 0.960891, 2.668878], [3.217487, 2.663462, -0.719938], [-2.667172, -2.650809, -2.682969], [5.758725, 0.047369, 1.665000], [4.388931, 2.624141, -1.682574], [-8.502224, -2.634101, -2.367429], [2.548426, -2.076971, 5.377594], [-2.933920, 1.687204, 1.671068], [-0.494584, -2.633078, 3.293697], [0.892456, -0.996645, -1.777928], [-0.293596, -2.212407, 1.740397], [3.514424, -1.718724, 6.490479], [-1.737597, -2.232640, 1.062521], [-0.153153, 0.147778, -1.416711], [3.581369, 7.124406, -2.641121], [5.100670, -0.752720, 0.558764], [-5.459676, -0.462403, -3.043131], [-3.128162, 1.231494, 0.346984], [-3.864245, -0.540878, -2.914816], [4.909277, 6.815544, -1.977680], [4.435750, 1.658753, -2.194861], [-8.692362, -1.477015, -4.177489], [-1.370375, 1.784757, 3.203872], [2.093409, -1.751847, -0.369449], [2.047229, 1.591233, -1.841378], [0.336897, 0.961953, -0.790680], [3.937800, -2.581585, 4.112351], [3.736622, 7.588811, -3.619385], [5.486694, 7.731943, -1.815100], [-10.101049, -2.462278, -3.811015], [-3.377712, -3.548524, -2.648635], [3.319222, 1.890182, 0.049419], [7.565828, -0.168498, 0.973409], [3.161164, 3.636092, -0.226268], [-1.771328, -2.950147, -2.040980], [-7.413299, -2.596190, -2.342729], [5.717038, 1.119835, 1.447764], [-2.558173, -2.226745, 1.847741], [-8.823214, -3.599549, -1.961632], [-8.629154, -3.233086, -4.442002], [-1.198691, 0.358208, 2.088479], [2.983253, 7.798516, -2.023888], [0.413448, -3.005912, 1.315536], [4.750244, 6.332854, -1.011980], [-1.818832, -3.230299, 0.509019], [-2.529245, 0.379171, 3.441860], [3.015047, 6.205764, -2.810047], [-0.440012, 0.666851, -2.394141], [-2.129824, -3.937236, 3.238258], [5.255306, -0.130994, 2.616798], [-9.960151, -1.641498, -1.548150], [4.381574, -2.385454, 6.479648], [0.456808, -2.552091, 3.890662], [-5.852210, -0.204083, -2.007337], [0.237154, -1.216312, 1.695311], [-2.360919, -2.429490, -3.746957], [0.399979, -2.003387, -1.647906], [-0.720188, -4.498606, 2.528449], [4.277216, 3.389790, -2.453784], [-5.801283, -1.532376, -3.228521], [-5.797669, 0.250224, -3.843331], [5.820354, 6.363092, -3.636398], [-1.303431, -1.921778, 3.673331], [1.695749, -1.396382, 5.378916], [3.891773, -0.702204, 6.357308], [5.615607, -0.593284, -0.393252], [4.052706, -0.469423, 0.441793], [5.333013, 2.789099, -1.156491], [3.029571, -1.789789, 7.466920], [2.174515, -3.098820, 5.499450], [1.315072, -0.838801, -2.823598], [5.154828, -1.822592, 0.775647]], "forces_ev_per_a": [[0.73, -0.82, 0.37], [0.74, -0.86, 0.21], [0.53, 0.50, 0.03], [-0.10, 0.12, -0.15], [0.19, 0.42, 0.01], [0.13, 0.06, 0.15], [-0.45, -0.63, -0.21], [0.17, -0.15, 0.11], [0.21, -0.01, 0.26], [-0.97, -1.59, 1.20], [-0.33, 1.15, -1.37], [0.84, 0.39, 0.41], [0.06, -0.01, -0.15], [-0.23, 1.63, -0.16], [-0.08, -0.40, -0.34], [-0.26, -0.58, 0.91], [0.07, -0.10, -0.39], [0.13, 0.08, -0.03], [-0.39, 0.07, -0.07], [0.42, -0.15, 0.06], [-0.04, -1.57, -2.91], [-1.11, 0.74, -1.40], [-0.33, 0.84, 0.44], [-0.30, -0.33, 1.44], [0.01, 0.09, 0.11], [0.62, -0.88, -0.37], [0.33, 0.26, -0.84], [-0.14, -0.03, 0.04], [-0.16, 0.01, 0.06], [0.87, -0.90, 1.00], [-0.08, 1.64, 3.25], [-0.23, 0.49, -0.80], [-0.07, 0.12, -0.40], [0.02, -0.04, 0.14], [0.09, -0.08, 0.05], [-0.69, -1.15, -0.54], [-0.08, 0.54, -0.27], [-0.15, 0.02, 0.17], [-0.57, -1.24, -0.65], [-0.08, 0.07, -0.04], [0.01, 0.09, 0.07], [-0.10, 0.06, 0.16], [0.02, -0.11, 0.00], [1.00, 0.87, -0.41], [0.12, 0.07, 0.10], [-0.07, -0.03, 0.09], [-0.15, -0.04, -0.05], [-0.88, 0.19, -1.14], [-0.12, 0.10, 0.18], [-0.19, 0.02, 0.04], [0.98, 0.08, -0.88], [0.11, -0.12, -0.11], [-0.06, 0.03, -0.02], [-1.00, 0.38, 0.68], [-0.01, -0.01, -0.07], [-0.88, 1.06, 0.21], [0.13, -0.09, -0.11], [-0.18, 1.24, 0.72], [0.71, 0.40, -0.87], [0.03, 0.04, 0.11], [0.16, -0.64, 1.24], [0.70, -0.01, -0.26], [0.17, -0.01, 0.00], [0.11, 0.03, 0.01], [-0.08, -0.05, 0.06], [-1.09, -0.26, -0.61], [0.33, -0.13, -1.39], [-0.51, -0.98, -0.09], [-0.14, -0.19, 1.12], [0.73, 0.85, -0.52], [-0.55, -0.01, 0.36], [0.05, 0.04, 0.12], [0.34, 1.34, -0.03], [0.41, -0.70, 0.93], [-0.04, -0.07, 0.09], [1.36, -0.70, -0.08], [0.09, -0.04, -0.17], [-0.10, -0.03, 0.00], [-0.09, 0.10, -0.01], [0.06, -0.03, -0.11], [0.03, -0.01, -0.08], [0.06, -0.01, -0.01], [-0.14, 0.06, 0.15], [-0.65, -0.52, 1.13], [-0.03, 0.06, 0.08]]}